(1)
C6H2Br4O as an isolated structure, computed with wB97M-V/def2-TZVPD.

Results
E_LUMO in Eh: -0.05086
Total charge: 0
Relative energy (zero: lowest compared OMol25 entry of this formula, charge and spin) in kcal per mole: 0.00

```
13
C6H2Br4O wB97M-V/def2-TZVPD
O 1.56855 0.16833 -2.29920
Br 2.81178 1.94993 -0.06307
Br -0.41415 -2.10805 -2.69179
Br -0.73232 -1.11652 2.74896
Br -2.44306 1.13034 1.16685
C 0.89745 0.10423 -1.29704
C 1.18998 0.93134 -0.11464
C -0.20777 -0.86789 -1.22100
C 0.37480 0.90009 1.00426
C -1.01446 -0.95007 -0.10694
C -0.85873 -0.02240 1.11701
H 0.57298 1.60718 1.78135
H -1.74506 -1.72649 -0.02474
```

(2)
One molecule with the formula C6H2ClNO4, computed with wB97M-V/def2-TZVPD.

Results
E_LUMO in Eh: -0.08831
SMILES string: O=C1C=CC(Cl)=C([N+](=O)[O-])C1=O
Total charge: 0

```
14
C6H2ClNO4 wB97M-V/def2-TZVPD
O 0.39743 1.33041 -2.62308
C 0.63630 0.72184 -1.59699
C 0.97021 -0.70518 -1.52602
C 0.65869 -1.51704 -0.48352
C -0.05601 -1.05013 0.65404
Cl -0.62509 -2.30176 1.65146
C -0.53808 0.19410 0.77561
N -1.30536 0.81153 1.80269
O -1.55752 0.17675 2.77905
O -1.60410 1.96065 1.59294
C 0.34590 1.43673 -0.33856
O 0.60380 2.53900 0.08663
H 1.33566 -0.99039 -2.43274
H 0.73817 -2.60652 -0.34150
```

(3)
A 9-piece molecular cluster, C6H31N2O8 overall, computed with wB97M-V/def2-TZVPD.

Results
E_LUMO in Eh: -0.09743
Total charge: +1
Relative energy (zero: lowest compared OMol25 entry of this formula, charge and spin) in kcal per mole: 98.64

```
47
C6H31N2O8 wB97M-V/def2-TZVPD
C 0.18460 2.44660 2.87378
C 0.42555 2.50576 1.39699
C 1.57160 1.65669 0.86591
C 1.73223 1.56025 -0.67353
N 1.34541 -1.71645 -2.54343
C 1.95741 -0.66236 -1.84885
C 1.25186 0.31076 -1.29043
N -0.83099 1.89141 0.61351
H -0.52360 3.24174 3.37627
H -0.11515 1.38831 3.26059
H 1.12832 2.76880 3.41161
H 0.57975 3.49159 0.97390
H 2.51612 1.88368 1.40769
H 1.38073 0.53072 1.34035
H 2.79746 1.65691 -0.83666
H 1.34276 2.38858 -1.17822
H 0.60638 -2.11238 -2.18028
H 2.03507 -2.40586 -2.79884
H 3.01656 -0.81108 -1.71147
H 0.20953 0.15153 -1.24595
H -0.72585 0.93100 0.77753
H -0.95146 2.04336 -0.36262
H -1.72232 2.08064 1.17715
H 2.22855 -0.22379 2.43122
H 2.95177 -1.56783 2.15640
O 2.90879 -0.78410 2.77740
H -1.59568 -0.67543 1.91828
H -2.67278 0.29251 2.62349
O -1.75505 0.22316 2.20479
H -1.43963 1.14300 -2.46951
H -0.77132 2.54140 -2.96937
O -1.20827 2.02459 -2.16905
H -2.53743 -0.49277 -3.60491
H -1.18900 -1.03097 -3.20212
O -1.86535 -0.44178 -2.91551
H -3.83310 0.01991 -0.47902
H -4.39680 0.78878 0.72954
O -3.58713 0.46777 0.27845
H -2.06334 -3.58639 -1.82536
H -1.68040 -2.11339 -1.65376
O -1.37328 -2.97698 -1.65352
H -0.16910 -1.95517 1.02600
H -1.22324 -2.34627 0.00202
O -1.03304 -1.76907 0.77076
H 2.02286 -3.58508 1.72017
H 2.85060 -3.30931 0.40720
O 2.36376 -2.90080 1.12480
```

(4)
A 10-piece molecular cluster, C6H32N2O9 overall, computed with wB97M-V/def2-TZVPD.

Results
Spin multiplicity: 2
E_LUMO (spin up / spin down) in Eh: -0.11215 / -0.24026
Total charge: +1
Relative energy (zero: lowest compared OMol25 entry of this formula, charge and spin) in kcal per mole: 0.00

```
49
C6H32N2O9 wB97M-V/def2-TZVPD
C 1.86188 2.20213 1.86554
C 0.31261 1.89638 1.82201
C 0.03822 0.63865 2.51812
C -0.35592 -0.52087 1.85611
N -0.90034 -1.60758 2.34305
C -1.11446 -2.81510 1.51806
C 0.13336 -3.64437 1.28116
N 2.47302 2.30435 0.55273
H 1.92846 3.16462 2.35855
H 2.41499 1.49008 2.46939
H -0.12673 1.85312 0.82663
H -0.18055 2.72845 2.32112
H 0.10095 0.59319 3.59291
H -0.24134 -0.48745 0.78189
H -0.87752 -1.79395 3.33864
H -1.80676 -3.48282 2.02698
H -1.60122 -2.50517 0.59337
H 0.82632 -3.16419 0.60411
H -0.13840 -4.62466 0.90459
H 0.68086 -3.89334 2.18454
H 3.33079 2.83423 0.49948
H 2.61218 1.42207 0.08263
H -4.00268 1.66076 1.39169
H -3.07720 1.50730 2.59557
O -3.14451 1.31227 1.65537
H -3.70194 -1.33697 -1.27385
H -2.94796 -2.43309 -1.94305
O -3.18656 -2.11801 -1.05649
H -0.68714 -2.41642 -3.14138
H -1.32659 -1.42452 -4.15955
O -1.49776 -2.16543 -3.58251
H -2.50372 3.50931 -1.45414
H -0.94940 3.19359 -1.34776
O -1.82888 2.85084 -1.61932
H 0.45837 -0.93190 -2.25511
H 1.51940 -1.18503 -1.25050
O 0.99040 -1.66481 -1.89791
H 0.18771 4.57360 -0.36986
H 1.12576 3.27552 -0.49921
O 0.53976 3.89714 -0.95460
H -1.21337 0.88220 -2.71057
H 0.19896 1.32315 -2.80012
O -0.32284 0.51150 -2.82848
H 3.37269 -0.55011 -2.13768
H 2.47367 -1.11378 -3.29252
O 3.31217 -0.67791 -3.08464
H 2.01624 -0.35439 0.94248
H 2.33906 -1.81630 0.42806
O 2.48594 -0.89629 0.30451
```

| no. | F_max (Eh/bohr) |
| --- | --- |
| 1 | 0.06331 |
| 2 | 0.09401 |
| 3 | 0.11866 |
| 4 | 0.03769 |